--- 1 ---
14
Properties=species:S:1:pos:R:3:lowdin_spin:R:1 method="wB97M-V/def2-TZVPD" gap_ev="3.573 / 9.103" spin_multiplicity=2 lumo_energy_ev="4.29 / 4.13" total_charge=-1 homo_energy_ev="0.72 / -4.98" s2=0.75
O -0.76065 -0.59994 -0.68040 0.202
N 2.80927 1.29941 2.47297 0.005
N 2.04322 -0.37886 0.92369 0.047
C 2.16192 0.86594 1.41799 0.127
C -2.00012 -0.92890 -1.10660 0.187
C -2.95852 -0.23282 -1.71507 0.094
H 1.56772 -0.44395 0.01980 0.062
H -2.11182 -2.00360 -1.00716 0.010
H -2.88282 0.75349 -2.14420 0.029
H 2.06264 1.66219 3.05938 0.009
H -3.72717 -0.85502 -2.16713 0.007
H -0.47615 0.26141 -1.09265 0.155
H 2.85811 -0.97167 0.99572 0.010
H 1.41436 1.57233 1.02367 0.056

=====

--- 2 ---
14
Properties=species:S:1:pos:R:3:lowdin_spin:R:1 method="wB97M-V/def2-TZVPD" gap_ev="2.437 / 7.516" spin_multiplicity=2 lumo_energy_ev="4.18 / 4.02" total_charge=-1 homo_energy_ev="1.74 / -3.50" s2=0.75
O 1.63565 -1.38139 0.84479 0.250
N 1.64346 0.81020 0.01421 0.145
N -1.13611 -1.28832 -0.12909 0.011
C -1.50847 1.02072 0.48673 0.002
C 2.08797 -0.50028 0.10052 0.444
C -1.65453 -0.05716 -0.33520 0.023
H -2.33286 0.09162 -1.20142 0.007
H 2.89404 -0.70140 -0.59841 0.072
H 0.64534 0.98707 0.06753 0.020
H -0.35218 -1.42083 0.47443 0.003
H -0.86782 1.05375 1.39001 0.013
H -2.00195 1.97723 0.28468 0.001
H -1.28922 -1.97371 -0.86092 0.005
H 2.23667 1.38248 -0.53785 0.004

=====

--- 3 ---
14
Properties=species:S:1:pos:R:3:lowdin_spin:R:1 method="wB97M-V/def2-TZVPD" gap_ev="2.816 / 9.055" spin_multiplicity=2 lumo_energy_ev="3.95 / 3.82" total_charge=-1 homo_energy_ev="1.13 / -5.24" s2=0.75
O 0.73391 -0.40253 -1.22845 0.019
N -1.76121 0.66034 -0.55818 0.075
N -1.31202 -0.28857 1.62676 0.099
C -2.00733 0.40544 0.69686 0.439
C 2.80640 -0.51524 -0.07418 0.020
C 1.70385 0.14504 -0.50837 0.022
H -2.39213 1.43882 -0.75540 0.060
H 3.48401 0.12028 0.47335 0.002
H 2.95120 -1.47781 -0.54921 0.001
H -0.07684 0.12745 -1.40277 0.002
H -3.02697 0.48420 1.09912 0.092
H -0.32644 -0.45169 1.46925 0.015
H 1.79254 1.21038 -0.71759 0.005
H -1.70248 -1.11826 2.11816 0.149

=====

Of them, 1 has the lowest stability.

=====

--- 1 ---
12
Properties=species:S:1:pos:R:3:nbo_charge:R:1 method="wB97M-V/def2-TZVPD" gap_ev=8.844 lumo_energy_ev=0.42 total_charge=0 homo_energy_ev=-8.42 smiles="S=C1OCC[C@H]1Cl"
Cl 0.41481 -2.34420 -1.00224 -0.077
S 2.79475 -0.90671 0.90532 -0.157
O 1.04873 1.01217 0.33609 -0.446
C -0.95529 -0.00320 -0.48746 -0.489
C -0.33059 1.41168 0.00547 -0.082
C 1.33454 -0.15766 0.42250 0.307
C 0.01722 -0.99913 0.26379 -0.207
H 0.02758 2.26631 -0.58258 0.227
H -0.99563 1.76748 0.67903 0.201
H -0.34637 -1.37811 1.14203 0.226
H -1.86621 -0.43593 -0.05402 0.237
H -1.14353 -0.23271 -1.62793 0.261

=====

--- 2 ---
12
Properties=species:S:1:pos:R:3:nbo_charge:R:1 method="wB97M-V/def2-TZVPD" gap_ev=8.394 lumo_energy_ev=-0.58 total_charge=0 homo_energy_ev=-8.97 smiles="O[C@H]1C(=S)C[C@H]1Cl"
Cl -2.38061 -0.86059 -0.43425 -0.024
S 2.49165 1.10922 0.15309 0.113
O 0.41162 -1.78981 -0.06180 -0.688
C 1.00243 0.55450 0.00960 -0.085
C -0.24166 0.98266 -0.77445 -0.498
C -1.05822 0.12795 0.21035 -0.211
C 0.22956 -0.60158 0.66539 0.010
H 1.31325 -2.07000 0.05725 0.481
H 0.38132 -0.73614 1.74395 0.184
H -0.25632 0.52120 -1.75313 0.255
H -0.45387 2.04784 -0.86280 0.239
H -1.43915 0.71476 1.04680 0.223

=====

Of them, 1 has the lowest stability.

=====

--- 1 ---
7
Properties=species:S:1:pos:R:3:nbo_charge:R:1 method="wB97M-V/def2-TZVPD" gap_ev=8.946 lumo_energy_ev=-1.72 total_charge=0 homo_energy_ev=-10.66
N -1.25907 -0.45802 0.41602 -0.076
N -0.62370 -1.24914 -0.38539 -0.108
C 1.63826 -0.39172 -1.29815 0.343
C -0.08418 0.45511 0.37835 -0.275
C 0.56289 -0.52495 -0.52161 -0.353
H -0.43125 1.38938 -0.06590 0.230
H 0.19706 0.77934 1.47668 0.239

=====

--- 2 ---
7
Properties=species:S:1:pos:R:3:nbo_charge:R:1 method="wB97M-V/def2-TZVPD" gap_ev=8.832 lumo_energy_ev=0.12 total_charge=0 homo_energy_ev=-8.71
N -1.19933 -1.53691 -2.21080 -0.572
N 0.45569 -0.24555 -1.00578 -0.586
C -1.12880 -2.26977 -3.14079 0.385
C -0.68076 -0.98820 -1.02262 0.288
C -0.59489 -0.32888 0.05859 -0.066
H -0.88459 0.21859 0.95147 0.248
H 0.28764 0.64093 -1.51165 0.303

=====

Of them, 1 has the lowest stability.

=====

--- 1 ---
13
Properties=species:S:1:pos:R:3:nbo_charge:R:1 method="wB97M-V/def2-TZVPD" gap_ev=11.155 lumo_energy_ev=-4.31 total_charge=+1 homo_energy_ev=-15.46 smiles="C[C@@H]([NH3+])C=O"
O 1.82788 -0.26050 -0.48858 -0.482
N -0.20308 -1.01734 0.98346 -0.685
C -1.66401 0.64005 -0.34704 -0.684
C -0.31992 0.39341 0.39427 -0.183
C 0.83645 0.41283 -0.67275 0.426
H 0.53035 -1.27781 0.32730 0.463
H -0.99334 -1.58551 0.94439 0.445
H -0.18808 1.24731 1.05676 0.270
H 0.11255 -0.84626 1.98450 0.467
H -2.60368 0.67844 0.31810 0.263
H -1.74281 1.58133 -0.96062 0.276
H -1.90837 -0.19455 -1.17308 0.238
H 0.47673 0.92470 -1.71977 0.185

=====

--- 2 ---
13
Properties=species:S:1:pos:R:3:nbo_charge:R:1 method="wB97M-V/def2-TZVPD" gap_ev=5.574 lumo_energy_ev=-9.13 total_charge=+1 homo_energy_ev=-14.71
O -0.00239 -1.22259 -1.68350 -0.862
N -0.46935 0.16285 0.96804 -0.275
C 0.93983 1.93101 0.06333 -0.119
C 0.37595 0.72646 0.00257 -0.079
C -0.78189 -1.24692 0.79803 -0.417
H -0.84805 -1.29763 -0.44175 0.388
H 1.14970 2.54883 0.92735 0.223
H -0.70429 0.96140 1.54687 0.457
H 0.38162 0.13499 -1.04927 0.344
H -0.01391 -2.05794 1.03984 0.329
H 0.04175 -1.28469 -2.65270 0.503
H 1.73663 2.15201 -0.63254 0.248
H -1.80560 -1.50780 1.11372 0.259

=====

--- 3 ---
13
Properties=species:S:1:pos:R:3:nbo_charge:R:1 method="wB97M-V/def2-TZVPD" gap_ev=5.925 lumo_energy_ev=-9.56 total_charge=+1 homo_energy_ev=-15.49
O 0.30853 0.23374 -1.97708 -0.877
N 1.33670 -0.42370 0.06759 -0.100
C -0.75123 -0.18591 1.04275 -0.189
C -1.73893 -0.33548 0.15735 -0.223
C 0.61736 0.50519 0.82359 -0.371
H 2.32446 -0.46827 0.37409 0.404
H -0.89760 -0.52498 2.06675 0.261
H 0.46089 1.38883 0.16101 0.377
H 0.63669 0.17306 -2.88639 0.513
H 0.85510 -0.20594 -1.21381 0.432
H 1.00156 0.80698 1.79875 0.269
H -2.57772 -0.95658 0.45057 0.252
H -1.57581 -0.00694 -0.86516 0.252

=====

Of them, 2 has the lowest stability.